*1*
ORCA calculation (wB97M-V/def2-TZVPD) on one molecule with the formula C6H7NO.

Bonds (Å) are listed after each position.
Geometry (Å):
1 H 2.957 -1.894 0.272  N2 1.016
2 N 1.958 -1.716 0.216  H1 1.016, C3 1.264
3 C 1.623 -0.499 0.258  N2 1.264, C4 1.450, H10 1.100
4 C 0.233 -0.094 0.174  C3 1.450, C5 1.424, C7 1.496
5 C -0.168 1.088 0.861  C4 1.424, C6 1.343, H11 1.082
6 C -1.447 1.432 1.085  C5 1.343, H12 1.076, H13 1.077
7 C -0.757 -0.985 -0.508  C4 1.496, C8 1.348, H14 1.071
8 C -0.790 -0.469 -1.753  C7 1.348, O9 1.302, H15 1.087
9 O 0.037 0.526 -1.898  C8 1.302
10 H 2.327 0.340 0.358  C3 1.100
11 H 0.631 1.720 1.227  C5 1.082
12 H -1.701 2.342 1.602  C6 1.076
13 H -2.261 0.814 0.746  C6 1.077
14 H -1.234 -1.827 -0.050  C7 1.071
15 H -1.408 -0.780 -2.591  C8 1.087

Values from the calculation:
* structure (SMILES): [H]/N=C/C(C=C)=C\C=O
* LUMO level: -1.700 eV
* HOMO: -0.287 Ha

Calculated atomic charges, method Mulliken, unit e: number 1, H, carries 0.269; number 2, N, carries -0.502; number 3, C, carries -0.242; number 4, C, carries 1.052; number 5, C, carries -0.230; number 6, C, carries -0.743; number 7, C, carries -1.066; number 8, C, carries 0.015; number 9, O, carries -0.557; number 10, H, carries 0.338; number 11, H, carries 0.244; number 12, H, carries 0.281; number 13, H, carries 0.344; number 14, H, carries 0.375; number 15, H, carries 0.421

***

*2*
ORCA calculation (wB97M-V/def2-TZVPD) on a 2-piece molecular cluster, C6H7NO overall.

Bonds (Å) are listed after each position.
Geometry (Å):
1 C -2.426 -1.142 0.270  H7 1.170, H9 1.154, O15 1.467
2 C -1.030 0.623 -0.344  C3 1.434, H10 1.160, O15 1.328
3 C 0.052 1.493 0.013  C2 1.434, C4 1.517, H11 1.232
4 C 1.410 0.934 0.392  C3 1.517, C5 1.409, H12 1.177
5 C 1.904 -0.332 0.022  C4 1.409, C6 1.463, H13 1.074
6 C 3.365 -0.398 0.011  C5 1.463, N14 1.250
7 H -3.143 -0.422 -0.310  C1 1.170
8 H -2.280 -2.311 -0.580  no bonds
9 H -2.458 -1.299 1.412  C1 1.154
10 H -2.014 1.084 -0.751  C2 1.160
11 H -0.018 2.592 -0.541  C3 1.232
12 H 2.074 1.576 1.122  C4 1.177
13 H 1.127 -0.852 -0.506  C5 1.074
14 N 4.513 -0.871 -0.140  C6 1.250
15 O -1.076 -0.676 -0.071  C1 1.467, C2 1.328

Values from the calculation:
* LUMO level: -0.160 eV
* HOMO: -0.319 Ha

Calculated atomic charges, method Mulliken, unit e: number 1, C, carries -0.638; number 2, C, carries 0.101; number 3, C, carries -0.555; number 4, C, carries 0.007; number 5, C, carries -0.115; number 6, C, carries 0.100; number 7, H, carries 0.327; number 8, H, carries 0.213; number 9, H, carries 0.257; number 10, H, carries 0.212; number 11, H, carries 0.205; number 12, H, carries 0.259; number 13, H, carries 0.354; number 14, N, carries -0.467; number 15, O, carries -0.262

***

Of them, *1* has the highest stability.

***

*1*
ORCA calculation (wB97M-V/def2-TZVPD) on one molecule with the formula C4H9NOS.

Bonds (Å) are listed after each position.
Geometry (Å):
1 N -1.208 0.400 -1.399  C2 1.443, H8 1.006, H9 1.011
2 C -0.320 0.760 -0.320  N1 1.443, C3 1.522, C5 1.552, H10 1.091
3 C -0.952 1.846 0.538  C2 1.522, O4 1.190, H11 1.123
4 O -2.089 2.194 0.597  C3 1.190
5 C 0.016 -0.365 0.696  C2 1.552, C6 1.544, H12 1.083, H13 1.101
6 C 0.861 -1.509 0.094  C5 1.544, S7 1.783, H14 1.086, H15 1.091
7 S 2.343 -0.979 -0.743  C6 1.783, H16 1.340
8 H -0.789 -0.177 -2.108  N1 1.006
9 H -2.069 -0.011 -1.064  N1 1.011
10 H 0.602 1.166 -0.740  C2 1.091
11 H -0.169 2.278 1.217  C3 1.123
12 H 0.369 0.014 1.647  C5 1.083
13 H -0.975 -0.820 0.850  C5 1.101
14 H 0.249 -2.132 -0.552  C6 1.086
15 H 1.177 -2.139 0.927  C6 1.091
16 H 2.955 -0.527 0.360  S7 1.340

Values from the calculation:
* structure (SMILES): N[C@@H](C=O)CCS
* LUMO level: 0.671 eV
* HOMO: -0.340 Ha

Calculated atomic charges, method Mulliken, unit e: number 1, N, carries -0.624; number 2, C, carries 0.262; number 3, C, carries -0.222; number 4, O, carries -0.455; number 5, C, carries -0.728; number 6, C, carries -0.743; number 7, S, carries -0.239; number 8, H, carries 0.240; number 9, H, carries 0.235; number 10, H, carries 0.442; number 11, H, carries 0.311; number 12, H, carries 0.410; number 13, H, carries 0.243; number 14, H, carries 0.379; number 15, H, carries 0.363; number 16, H, carries 0.123

***

*2*
ORCA calculation (wB97M-V/def2-TZVPD) on one molecule with the formula C4H9NOS.

Bonds (Å) are listed after each position.
Geometry (Å):
1 C 0.478 -0.408 0.022  C2 1.481, C3 1.512, N5 1.300
2 C 0.410 -1.886 -0.023  C1 1.481, H8 1.149, H9 1.223, H10 1.169
3 C 1.776 0.366 0.085  C1 1.512, H11 1.197, H12 1.193, H13 1.065
4 C -0.865 1.515 -0.105  N5 1.457, H14 1.206, H15 1.209, H16 1.003
5 N -0.730 0.065 -0.062  C1 1.300, C4 1.457, S7 1.951
6 O -3.437 0.560 0.213  S7 1.474
7 S -2.563 -0.602 -0.031  N5 1.951, O6 1.474
8 H -0.258 -2.244 -0.886  C2 1.149
9 H -0.058 -2.296 1.031  C2 1.223
10 H 1.410 -2.483 -0.123  C2 1.169
11 H 1.742 1.483 0.515  C3 1.197
12 H 2.139 0.504 -1.043  C3 1.193
13 H 2.418 -0.304 0.608  C3 1.065
14 H -0.549 2.028 0.940  C4 1.206
15 H -0.075 1.988 -0.889  C4 1.209
16 H -1.836 1.715 -0.253  C4 1.003

Values from the calculation:
* LUMO level (alpha / beta): 0.460 / 0.459 eV
* HOMO (alpha / beta): -0.252 / -0.252 Ha

Calculated atomic charges, method Mulliken, unit e: number 1, C, carries 1.022; number 2, C, carries -1.251; number 3, C, carries -1.162; number 4, C, carries -0.885; number 5, N, carries -0.130; number 6, O, carries -0.558; number 7, S, carries 0.183; number 8, H, carries 0.287; number 9, H, carries 0.257; number 10, H, carries 0.339; number 11, H, carries 0.297; number 12, H, carries 0.274; number 13, H, carries 0.400; number 14, H, carries 0.256; number 15, H, carries 0.274; number 16, H, carries 0.398

***

Of them, *1* has the highest stability.

***

*1*
ORCA calculation (wB97M-V/def2-TZVPD) on a 2-piece molecular cluster, C4H9NOS overall.

Bonds (Å) are listed after each position.
Geometry (Å):
1 C -1.361 -0.065 0.315  C3 1.311, H8 1.084, H9 1.118
2 C 2.457 0.828 -2.310  O6 1.268, H10 1.105, H11 1.025
3 C -1.708 -0.976 1.192  C1 1.311, C4 1.515, H12 1.018
4 C -0.635 -1.783 1.893  C3 1.515, H13 1.109, H14 1.069, H15 1.094
5 N 0.293 1.640 -2.238  O6 1.267, S7 1.690
6 O 1.214 0.834 -2.565  C2 1.268, N5 1.267
7 S 0.533 3.174 -1.570  N5 1.690, H16 1.341
8 H -2.067 0.396 -0.367  C1 1.084
9 H -0.314 0.317 0.406  C1 1.118
10 H 2.842 1.647 -1.676  C2 1.105
11 H 2.898 -0.034 -2.645  C2 1.025
12 H -2.653 -1.297 1.392  C3 1.018
13 H -0.265 -1.248 2.791  C4 1.109
14 H 0.183 -1.868 1.210  C4 1.069
15 H -0.995 -2.748 2.260  C4 1.094
16 H -0.742 3.591 -1.604  S7 1.341

Values from the calculation:
* LUMO level (alpha / beta): 0.357 / 0.435 eV
* HOMO (alpha / beta): -0.289 / -0.292 Ha

Calculated atomic charges, method Mulliken, unit e: number 1, C, carries -0.784; number 2, C, carries -0.320; number 3, C, carries 0.107; number 4, C, carries -1.065; number 5, N, carries -0.149; number 6, O, carries -0.071; number 7, S, carries -0.172; number 8, H, carries 0.262; number 9, H, carries 0.182; number 10, H, carries 0.207; number 11, H, carries 0.316; number 12, H, carries 0.416; number 13, H, carries 0.253; number 14, H, carries 0.322; number 15, H, carries 0.325; number 16, H, carries 0.171

***

*2*
ORCA calculation (wB97M-V/def2-TZVPD) on one molecule with the formula C4H9NOS.

Bonds (Å) are listed after each position.
Geometry (Å):
1 C -0.172 0.419 -0.112  C2 1.471, C3 1.541, N5 1.430, S7 1.779
2 C -0.147 1.665 0.670  C1 1.471, H8 1.085, H9 1.029, H10 1.195
3 C 0.892 0.423 -1.227  C1 1.541, H11 1.041, H12 1.147, H13 1.004
4 C 0.219 -1.966 0.490  N5 1.417, H14 1.099, H15 1.088, H16 1.242
5 N -0.526 -0.766 0.605  C1 1.430, C4 1.417, S7 1.648
6 O -3.056 0.340 0.496  S7 1.817
7 S -1.711 -0.395 -0.479  C1 1.779, N5 1.648, O6 1.817
8 H -0.752 1.831 1.555  C2 1.085
9 H -0.475 2.487 0.143  C2 1.029
10 H 0.947 1.848 1.114  C2 1.195
11 H 0.854 -0.355 -1.917  C3 1.041
12 H 1.943 0.287 -0.789  C3 1.147
13 H 0.970 1.246 -1.798  C3 1.004
14 H 0.812 -2.055 -0.431  C4 1.099
15 H 0.721 -2.081 1.448  C4 1.088
16 H -0.522 -2.929 0.231  C4 1.242

Values from the calculation:
* LUMO level: 0.530 eV
* HOMO: -0.332 Ha

Calculated atomic charges, method Mulliken, unit e: number 1, C, carries 1.105; number 2, C, carries -1.499; number 3, C, carries -1.676; number 4, C, carries -0.716; number 5, N, carries -0.035; number 6, O, carries -0.616; number 7, S, carries 0.264; number 8, H, carries 0.396; number 9, H, carries 0.413; number 10, H, carries 0.265; number 11, H, carries 0.468; number 12, H, carries 0.323; number 13, H, carries 0.475; number 14, H, carries 0.298; number 15, H, carries 0.303; number 16, H, carries 0.231

***

Of them, *2* has the highest stability.

***

*1*
ORCA calculation (wB97M-V/def2-TZVPD) on a 3-piece molecular cluster, C4H9NOS overall.

Bonds (Å) are listed after each position.
Geometry (Å):
1 O 1.408 -1.860 -1.074  C2 1.232
2 C 1.711 -0.676 -1.224  O1 1.232, C3 1.436, H8 1.072
3 C 1.709 0.358 -0.227  C2 1.436, N7 1.388, H9 1.078
4 C -1.264 -0.980 -0.817  C5 1.339, H10 1.089, H11 1.114
5 C -2.301 -0.132 -0.804  C4 1.339, H12 1.087, H13 1.087
6 S -1.209 1.476 2.262  H14 1.303
7 N 1.398 0.180 1.114  C3 1.388, H15 1.024, H16 1.033
8 H 2.086 -0.395 -2.188  C2 1.072
9 H 2.101 1.338 -0.446  C3 1.078
10 H -0.964 -1.387 -1.782  C4 1.089
11 H -0.664 -1.132 0.109  C4 1.114
12 H -2.587 0.407 0.096  C5 1.087
13 H -2.832 0.219 -1.685  C5 1.087
14 H -1.481 1.508 3.536  S6 1.303
15 H 2.198 0.187 1.753  N7 1.024
16 H 0.692 0.888 1.377  N7 1.033

Values from the calculation:
* LUMO level: -4.044 eV
* HOMO: -0.304 Ha

Calculated atomic charges, method Mulliken, unit e: number 1, O, carries -0.421; number 2, C, carries -0.170; number 3, C, carries 0.134; number 4, C, carries -0.506; number 5, C, carries -0.459; number 6, S, carries -0.414; number 7, N, carries -0.339; number 8, H, carries 0.360; number 9, H, carries 0.421; number 10, H, carries 0.211; number 11, H, carries 0.385; number 12, H, carries 0.165; number 13, H, carries 0.235; number 14, H, carries 0.089; number 15, H, carries 0.304; number 16, H, carries 0.006

***

*2*
ORCA calculation (wB97M-V/def2-TZVPD) on one molecule with the formula C4H9NOS.

Bonds (Å) are listed after each position.
Geometry (Å):
1 O -1.311 1.989 1.779  C2 1.236
2 C -1.042 1.887 0.577  O1 1.236, N3 1.411, H8 1.105
3 N 0.085 1.367 -0.094  C2 1.411, C4 1.483, H9 1.023
4 C -0.217 0.346 -1.126  N3 1.483, C5 1.544, H10 1.219, H11 1.071
5 C 0.414 -1.041 -0.877  C4 1.544, C6 1.677, H12 1.086, H13 1.107
6 C 0.289 -1.583 0.705  C5 1.677, S7 1.797, H14 1.107, H15 1.130
7 S 1.596 -0.948 1.763  C6 1.797, H16 1.374
8 H -1.804 2.138 -0.182  C2 1.105
9 H 1.061 1.668 -0.155  N3 1.023
10 H 0.153 0.596 -2.260  C4 1.219
11 H -1.260 0.387 -1.368  C4 1.071
12 H 1.408 -1.156 -1.300  C5 1.086
13 H -0.078 -1.875 -1.414  C5 1.107
14 H 0.467 -2.676 0.731  C6 1.107
15 H -0.779 -1.243 0.853  C6 1.130
16 H 1.018 0.143 2.366  S7 1.374

Values from the calculation:
* structure (SMILES): O=CNCCCS
* LUMO level: 0.862 eV
* HOMO: -0.319 Ha

Calculated atomic charges, method Mulliken, unit e: number 1, O, carries -0.499; number 2, C, carries -0.015; number 3, N, carries -0.047; number 4, C, carries -0.782; number 5, C, carries -0.615; number 6, C, carries -0.642; number 7, S, carries -0.230; number 8, H, carries 0.359; number 9, H, carries 0.277; number 10, H, carries 0.218; number 11, H, carries 0.432; number 12, H, carries 0.414; number 13, H, carries 0.327; number 14, H, carries 0.347; number 15, H, carries 0.322; number 16, H, carries 0.132

***

*3*
ORCA calculation (wB97M-V/def2-TZVPD) on a 2-piece molecular cluster, C4H9NOS overall.

Bonds (Å) are listed after each position.
Geometry (Å):
1 C 0.525 -0.397 -1.904  C2 1.312, H5 1.087, H6 1.113
2 C 1.087 0.305 -0.949  C1 1.312, N3 1.210
3 N 1.505 0.594 0.149  C2 1.210, C4 1.480
4 C 2.777 1.302 0.420  N3 1.480, H7 1.058, H8 1.066, H9 1.015
5 H -0.257 -0.021 -2.560  C1 1.087
6 H 0.962 -1.294 -2.398  C1 1.113
7 H 2.469 2.084 1.062  C4 1.058
8 H 3.046 1.675 -0.542  C4 1.066
9 H 3.464 0.805 0.978  C4 1.015
10 C -2.624 -0.347 -0.041  S11 1.848, H13 1.158, H14 1.045, H15 1.105
11 S -2.129 0.065 1.691  C10 1.848, O12 1.667
12 O -1.041 1.276 1.335  S11 1.667, H16 0.942
13 H -3.518 -1.082 -0.102  C10 1.158
14 H -1.726 -0.572 -0.526  C10 1.045
15 H -3.241 0.521 -0.335  C10 1.105
16 H -0.209 1.009 0.983  O12 0.942

Values from the calculation:
* structure (SMILES): C=C=NC.CSO
* LUMO level: 0.705 eV
* HOMO: -0.301 Ha

Calculated atomic charges, method Mulliken, unit e: number 1, C, carries -1.042; number 2, C, carries 0.809; number 3, N, carries -0.427; number 4, C, carries -0.867; number 5, H, carries 0.300; number 6, H, carries 0.244; number 7, H, carries 0.320; number 8, H, carries 0.343; number 9, H, carries 0.320; number 10, C, carries -0.464; number 11, S, carries 0.007; number 12, O, carries -0.512; number 13, H, carries 0.312; number 14, H, carries -0.051; number 15, H, carries 0.264; number 16, H, carries 0.443

***

Of them, *2* has the highest stability.